Entry i
68
Properties=species:S:1:pos:R:3 method="wB97M-V/def2-TZVPD" total_charge=-1 orbital_gap_ev=6.50
Lu 1.78205 0.21894 0.24001
C -2.75899 -1.00410 1.18112
C -1.79613 -0.01948 0.93106
N -0.75504 -0.51981 0.27221
N -1.02406 -1.82922 0.09396
C -2.21899 -2.14510 0.61660
B -0.07139 -2.75943 -0.70166
N 1.13027 -3.15573 0.17370
C 1.53786 -4.38583 0.53075
C 2.69119 -4.25337 1.28049
C 2.90824 -2.86805 1.35038
N 1.96601 -2.22137 0.68392
N 0.40846 -2.00173 -1.95390
C 0.24242 -2.33949 -3.24372
C 0.91763 -1.42065 -4.02371
C 1.49802 -0.54498 -3.09604
N 1.16876 -0.88834 -1.85943
H -3.70700 -0.89712 1.68524
H -1.80287 1.02578 1.20701
H -2.60699 -3.14961 0.53244
H -0.67387 -3.75463 -1.02860
H 0.99405 -5.25987 0.20536
H 3.29673 -5.03901 1.70105
H 3.69753 -2.30342 1.82314
H -0.32727 -3.21636 -3.51083
H 1.00630 -1.40447 -5.09754
H 2.16417 0.28627 -3.25396
C -0.67692 -3.27625 4.98651
C -0.39838 -1.88790 4.46406
C -0.83963 -0.74077 5.10663
C -0.58304 0.50764 4.56149
C 0.11732 0.54009 3.37010
Br 0.46869 2.17375 2.48332
N 0.56754 -0.52458 2.74635
C 0.31403 -1.71300 3.28250
H -1.01048 -3.24727 6.02481
H 0.21419 -3.90525 4.93318
H -1.45632 -3.76546 4.39596
H -1.39073 -0.82079 6.03783
H -0.91136 1.42260 5.03394
H 0.70901 -2.56790 2.73918
S 4.26023 -0.47827 -0.96403
Sb 4.53705 1.34859 0.45209
S 3.47266 0.46471 2.36429
S 2.71911 2.63633 -0.37776
S 6.54204 2.36101 0.67244
C 1.09480 2.92344 -3.59528
C 0.17298 3.54478 -2.54710
P -0.52826 2.33238 -1.35017
C -1.70077 1.38555 -2.41928
C -2.77445 2.12982 -3.21522
C -1.65857 3.43271 -0.36686
C -2.15327 4.74862 -0.97747
H 1.45883 3.68820 -4.28531
H 0.58238 2.15944 -4.18733
H 1.96253 2.47492 -3.11272
H -0.63901 4.09383 -3.02790
H 0.74066 4.26153 -1.94720
H -2.16077 0.64372 -1.76477
H -1.06012 0.80536 -3.09174
H -3.50754 2.60099 -2.55532
H -3.32009 1.43932 -3.86609
H -2.34830 2.90921 -3.85250
H -1.13166 3.65350 0.56108
H -2.50944 2.80700 -0.07982
H -1.32085 5.42575 -1.18265
H -2.82219 5.25869 -0.27718
H -2.69897 4.60415 -1.91115



Entry ii
68
Properties=species:S:1:pos:R:3 method="wB97M-V/def2-TZVPD" total_charge=-1 orbital_gap_ev=6.47
Lu 0.70157 -0.09532 -0.22357
C -1.49950 3.74975 0.97936
C -0.76806 2.93756 0.10563
N -0.40694 1.81090 0.70959
N -0.88637 1.87105 1.96970
C -1.54507 3.02492 2.15607
B -0.65851 0.73051 2.98485
N 0.85289 0.47552 3.17367
C 1.54426 0.54375 4.32139
C 2.82173 0.07872 4.08883
C 2.81483 -0.26464 2.73181
N 1.63250 -0.02189 2.17712
N -1.31410 -0.57436 2.48865
C -2.07789 -1.42269 3.19521
C -2.20060 -2.59670 2.48259
C -1.44548 -2.37568 1.32351
N -0.92568 -1.15448 1.32609
H -1.92750 4.71813 0.78279
H -0.48628 3.08949 -0.92645
H -2.00113 3.24006 3.11039
H -1.14964 1.05357 4.04262
H 1.06983 0.91105 5.21868
H 3.63491 -0.00701 4.78985
H 3.61356 -0.67428 2.13722
H -2.46890 -1.12704 4.15602
H -2.74946 -3.48210 2.75539
H -1.25156 -3.02361 0.48302
C 6.20222 -2.25388 -0.81713
C 5.44833 -1.00490 -0.45988
C 6.05206 0.21525 -0.24544
C 5.27718 1.34447 -0.00639
C 3.91043 1.18547 0.00641
Br 2.83043 2.68799 0.36887
N 3.29337 0.02692 -0.19189
C 4.05742 -1.03952 -0.42788
H 7.27876 -2.11112 -0.71661
H 5.96996 -2.52960 -1.84849
H 5.90843 -3.09525 -0.18773
H 7.13381 0.29985 -0.27538
H 5.71485 2.31799 0.15979
H 3.52137 -1.96128 -0.60816
S 3.75386 -1.54664 -3.59371
Sb 1.53966 -1.27036 -3.10814
S 1.01929 -2.47345 -1.07259
S 1.18563 1.02774 -2.45870
S 0.04750 -1.88292 -4.70502
C -2.14989 1.03695 -4.00480
C -2.70706 1.23355 -2.59725
P -2.13651 0.01382 -1.35199
C -2.64848 -1.58509 -2.07599
C -4.10381 -1.73648 -2.50959
C -3.32398 0.26326 0.04628
C -4.65498 0.96356 -0.22392
H -2.55753 1.80398 -4.67024
H -2.41078 0.05870 -4.41286
H -1.06303 1.08921 -4.02268
H -3.79778 1.20706 -2.61862
H -2.43346 2.22090 -2.21298
H -2.39017 -2.33856 -1.33170
H -1.95885 -1.76284 -2.90676
H -4.79720 -1.63126 -1.67141
H -4.27222 -2.72341 -2.94862
H -4.37965 -0.99596 -3.26498
H -2.78633 0.80917 0.81901
H -3.49183 -0.73329 0.46600
H -4.50051 1.98467 -0.57761
H -5.24831 1.02239 0.69288
H -5.25564 0.44773 -0.97413



Most stable: entry ii. Least stable: entry i.



Entry i
22
Properties=species:S:1:pos:R:3 method="wB97M-V/def2-TZVPD" total_charge=+1 smiles="[NH3+]CCCCCC=O" orbital_gap_ev=8.96
O 0.12543 -1.53559 -2.20015
C -0.35946 -0.48794 -2.52575
C -0.08508 0.82585 -1.85653
C -1.16178 1.07701 -0.76024
C -1.12978 0.07793 0.44222
C 0.24779 -0.56567 0.85018
C 1.04750 0.42583 1.68504
N 1.12503 0.03728 3.14382
H -1.13639 -0.44070 -3.32837
H -0.10064 1.74260 -2.46337
H 0.93285 0.76077 -1.47087
H -1.24318 2.13315 -0.46107
H -2.14025 0.90274 -1.22385
H -1.91781 -0.66986 0.35862
H -1.36042 0.65769 1.36279
H 0.83910 -0.67099 -0.05146
H 0.19598 -1.60859 1.17502
H 2.04389 0.61306 1.26140
H 0.56317 1.40069 1.63107
H 0.20179 0.08852 3.57616
H 1.62263 -0.85043 3.13603
H 1.65667 0.74247 3.66056



Entry ii
22
Properties=species:S:1:pos:R:3 method="wB97M-V/def2-TZVPD" total_charge=+1 orbital_gap_ev=7.43
C 2.03300 -1.44822 -0.05450
C -2.35337 0.40958 -0.94363
C -1.51958 -0.62235 1.16376
C -0.39577 1.42396 0.35793
C 1.77062 -0.60027 -0.99304
C -1.28813 0.36368 0.10705
N 1.92069 0.83655 -0.77526
O 2.36355 -1.14210 1.29266
H 2.07825 -2.49488 -0.29885
H -2.49806 -0.52743 -1.40399
H -3.37852 0.47868 -0.53707
H -2.15140 1.06093 -1.79972
H -0.50570 -1.30720 1.28351
H -1.55940 -0.20770 2.19568
H -2.32533 -1.35988 1.00398
H 0.14285 1.46666 1.22600
H -0.76092 2.44837 0.17651
H 0.47730 1.59982 -0.40152
H 1.55499 -0.96563 -2.01297
H 1.64715 -1.56101 1.74905
H 2.28989 0.82999 0.15739
H 2.45788 1.31846 -1.49300



Most stable: entry i. Least stable: entry ii.



Entry i
22
Properties=species:S:1:pos:R:3 method="wB97M-V/def2-TZVPD" total_charge=+1 smiles="C=C(C)[C@H](C)[C@@H]([NH3+])O" orbital_gap_ev=9.76
C -2.23917 -1.22441 0.93195
C -1.54302 -0.35556 0.24779
C -2.15162 0.59383 -0.67726
C 0.56500 1.25765 0.92553
C 0.31108 -0.20409 0.50027
C 0.77845 -0.58219 -0.81698
N 2.40194 -0.14693 -0.69950
O 0.81602 -1.85824 -1.06791
H -1.73635 -1.85435 1.68240
H -3.26233 -1.40582 0.78216
H -1.50011 1.53696 -0.80455
H -2.45471 0.21418 -1.68174
H -3.06737 0.96821 -0.36426
H 1.36907 1.28316 1.65769
H 0.75661 1.92545 0.06972
H -0.29176 1.59664 1.55757
H 0.63311 -0.90242 1.21278
H 0.47490 -0.07726 -1.67143
H 2.73751 0.79304 -0.96247
H 3.00860 -0.37227 0.09075
H 2.80749 -0.66929 -1.52474
H 0.70846 -2.45540 -0.27782



Entry ii
22
Properties=species:S:1:pos:R:3 method="wB97M-V/def2-TZVPD" total_charge=+1 orbital_gap_ev=3.64
O 1.05748 -2.35435 0.64879
C 0.32215 -1.48672 1.00245
C -0.27024 -0.50554 0.07340
C -0.85455 0.69722 0.50131
C 0.08417 2.00353 0.35837
C -0.64655 3.25285 0.75994
C 0.64347 2.11078 -1.06112
N 0.61129 -5.57711 -1.15940
H -0.00055 -1.32664 2.04335
H -0.23226 -0.76277 -0.98123
H -1.22712 0.63730 1.52777
H -1.68659 0.93556 -0.18202
H 0.90300 1.75425 1.03596
H -1.32495 3.63689 -0.00296
H -1.16606 3.17055 1.71678
H 0.05947 4.06863 0.92006
H 1.19201 1.22508 -1.38803
H -0.16136 2.25420 -1.78682
H 1.30710 2.96836 -1.13563
H 1.16248 -6.28094 -0.72639
H 0.55564 -4.68499 -0.68312
H -0.32803 -5.73615 -1.48144



Most stable: entry i. Least stable: entry ii.



Entry i
17
Properties=species:S:1:pos:R:3 method="wB97M-V/def2-TZVPD" total_charge=-1 orbital_gap_ev=7.70
O 0.84116 -1.28093 0.81758
C 0.24623 -0.16211 0.86853
N 0.49232 0.85347 1.65898
C 2.80929 0.46919 -1.22867
O 3.39959 0.63812 -2.26445
C -0.93593 0.02416 -0.12045
C -2.21168 0.36515 0.65275
N -1.19169 -1.13474 -0.97073
H 1.28780 0.56032 2.22968
H 1.74432 0.70577 -1.08450
H 3.27661 0.03809 -0.32451
H -0.67133 0.87379 -0.75547
H -3.03489 0.45803 -0.05788
H -2.45160 -0.48112 1.30319
H -2.06161 1.24039 1.27870
H -0.43050 -1.21875 -1.63382
H -1.10810 -1.94883 -0.36894



Entry ii
17
Properties=species:S:1:pos:R:3 method="wB97M-V/def2-TZVPD" total_charge=-1 smiles="NCCNCC(=O)[O-]" orbital_gap_ev=7.82
N 0.53008 -2.10436 1.93454
C -0.27963 -1.66718 0.78305
C 0.34880 -0.48247 0.05205
N -0.44286 -0.03180 -1.05759
C 0.04065 1.23484 -1.59323
C -0.38717 2.45899 -0.73888
O 0.28729 3.49669 -0.91877
O -1.35068 2.26532 0.04333
H 1.46423 -1.71623 1.85567
H 0.15122 -1.77164 2.80896
H -0.33842 -2.48880 0.07591
H -1.29645 -1.44532 1.11324
H 0.54678 0.27976 0.82205
H 1.33629 -0.82646 -0.25355
H -1.35972 0.20215 -0.67963
H -0.37267 1.36584 -2.59805
H 1.12225 1.23067 -1.64908



Entry iii
17
Properties=species:S:1:pos:R:3 method="wB97M-V/def2-TZVPD" total_charge=-1 orbital_gap_ev=2.13
C -2.91040 -0.18766 0.15854
N -1.79419 0.22813 -0.69942
C 4.53552 2.26471 -1.58494
O 4.97903 3.34695 -1.19992
O 5.05951 1.32245 -2.20698
C -2.59560 -1.16491 1.21249
N -3.51972 -1.92778 2.05398
C -3.19651 -3.37745 1.99081
H -3.51298 -0.52528 -0.68413
H -3.41260 0.61781 0.71443
H -1.39961 1.01463 -0.21096
H 3.42518 2.21741 -1.17701
H -1.84483 -0.68118 1.75235
H -2.12762 -1.89152 0.52834
H -3.89237 -3.93428 2.59105
H -3.11433 -3.91983 0.99351
H -2.22984 -3.56363 2.60433



Most stable: entry ii. Least stable: entry iii.